A cluster of 2 separate species, C2H8N2O in total. Source: the Open Molecules 2025 dataset; level of theory: ωB97M-V/def2-TZVPD.

Properties
Structure (SMILES): NC=O.CN
HOMO (eV): -9.71
ΔE to the lowest compared entry with this formula, charge and spin (eV): 1.190
Orbital gap (eV): 10.463
Net charge: 0

Atoms and positions in Å:
C -2.09 1.12 -0.41
N -2.15 -0.37 -0.31
H -3.01 1.56 0.01
H -1.19 1.53 0.06
H -2.06 1.37 -1.46
H -2.76 -0.67 -1.07
H -2.70 -0.64 0.49
C 1.86 0.00 0.36
N 0.61 -0.48 0.74
O 2.55 -0.51 -0.48
H 2.21 0.86 0.93
H -0.19 -0.66 0.13
H 0.31 -0.09 1.63

Which charges does Mulliken predict for the atoms? In e, they are: -0.6579 -0.6323 0.2940 0.1991 0.2874 0.2495 0.1975 0.1081 -0.4251 -0.5015 0.3047 0.3259 0.2508